# 1
The following is a quantum chemistry calculation of a molecular structure, C13H19NOs at a distorted geometry, from the Open Molecules 2025 dataset.

Results
* LUMO energy (spin up / spin down): 0.65 / -1.38 eV
* HOMO-LUMO gap (spin up / spin down): 4.76 / 6.41 eV
* HOMO level (spin up / spin down): -4.11 / -7.79 eV

```
! wB97M-V def2-TZVPD RIJCOSX def2/J DEFGRID3
* xyz 0 5
C -0.91889 1.31953 -1.87479
C 0.45781 0.96659 -2.04485
C 1.20852 1.58398 -0.99002
C 0.29231 2.31704 -0.16775
C -1.01948 2.15765 -0.71723
Os -0.20648 0.27734 -0.12984
N -1.41042 -1.49140 0.06702
C -0.54792 -2.54104 0.21223
C 0.75506 -1.68521 -0.15582
H 2.27979 1.50400 -0.83628
H 0.86010 0.32674 -2.82558
H 0.54538 2.87827 0.72252
H -1.93245 2.59510 -0.32492
H -1.74342 0.99729 -2.50158
H 1.08146 -1.91827 -1.17597
H -0.68283 -3.35311 -0.52134
H -2.39405 -1.56497 0.31279
H 1.56115 -1.75647 0.57829
H -0.46047 -2.94998 1.24133
C 0.89010 1.24451 5.07614
C 0.17417 0.01211 4.52149
C 0.84456 -1.24355 5.07739
C -1.29671 0.02383 4.94441
C 0.23971 0.03988 3.03825
C 0.16732 0.19686 1.82626
H 0.81386 1.27298 6.16892
H 0.44901 2.16118 4.66976
H 1.95029 1.22237 4.80091
H 0.78196 -1.24414 6.17268
H 0.35331 -2.14816 4.70387
H 1.90103 -1.27908 4.79221
H -1.80222 0.90962 4.54407
H -1.80853 -0.86621 4.56033
H -1.38465 0.03328 6.03667
*
```

=====

# 2
The following is a quantum chemistry calculation of 3 unconnected molecules or ions with the total composition C13H20BN3S at a distorted geometry, from the Open Molecules 2025 dataset.

Results
* LUMO energy: 0.40 eV
* HOMO-LUMO gap: 8.89 eV
* SMILES: SBc1ccccn1.CCCC#N.CCCC#N
* HOMO level: -8.48 eV

```
! wB97M-V def2-TZVPD RIJCOSX def2/J DEFGRID3
* xyz 0 1
S 6.75497 1.38672 -0.36475
B 5.64207 2.12143 -1.70146
C 4.05156 1.70657 -1.55425
C 3.65350 0.43002 -2.31419
C 2.15250 -0.02298 -2.15372
C 1.36468 0.95704 -1.22860
C 1.92782 2.22634 -0.57406
N 3.28965 2.58821 -0.75107
H 6.08248 0.19341 -0.04527
H 6.06386 2.80955 -2.55864
H 4.38559 -0.19522 -2.93899
H 1.72103 -0.95858 -2.62453
H 0.26098 0.71558 -1.03029
H 1.28344 2.89819 0.10200
C -4.07433 -0.97259 -2.16417
C -3.53526 -2.24071 -1.51045
C -2.11269 -2.07378 -0.97073
C -1.17809 -1.72699 -2.09274
N -0.44716 -1.45434 -2.97792
H -3.48070 -0.68489 -3.03563
H -5.09972 -1.12881 -2.50773
H -4.07578 -0.13713 -1.45721
H -3.56130 -3.05512 -2.24148
H -4.19747 -2.52592 -0.68764
H -1.77684 -3.00176 -0.50148
H -2.07706 -1.28254 -0.21885
C -1.08500 -0.42689 4.54727
C -1.06294 0.92437 3.84056
C -1.49850 0.83755 2.37593
C -0.57031 -0.06874 1.61950
N 0.16092 -0.77979 1.02481
H -0.38370 -1.13103 4.09232
H -0.79567 -0.31229 5.59449
H -2.08560 -0.86898 4.51701
H -0.05251 1.34059 3.90248
H -1.72756 1.61343 4.36975
H -1.47902 1.83007 1.91828
H -2.51811 0.44940 2.30048
*
```

=====

# 3
The following is a quantum chemistry calculation of a molecular structure, C13H20Cl2O6 at a distorted geometry, from the Open Molecules 2025 dataset.

Results
* LUMO energy: 0.03 eV
* HOMO-LUMO gap: 9.80 eV
* HOMO level: -9.77 eV

```
! wB97M-V def2-TZVPD RIJCOSX def2/J DEFGRID3
* xyz 0 1
O 0.23975 -1.37503 -0.06817
C -0.24926 -0.69716 0.84048
O -0.93670 -1.23983 1.89502
C -1.27465 -0.33024 2.90259
C -0.40130 0.88345 2.54539
C 0.00886 0.70087 1.16325
H -0.83138 -0.74928 3.80592
H -2.35314 -0.17240 2.89563
H 0.41937 0.99596 3.25387
H -0.86168 1.84320 2.77996
H 1.07397 0.92367 1.09985
H -0.49388 1.42064 0.51726
O 0.38099 3.40181 -4.12793
C -0.55515 3.52720 -3.26957
O -1.07182 4.72662 -2.95091
C -2.04484 4.64822 -1.92042
C -2.32917 3.14515 -1.73726
C -1.29703 2.46211 -2.59261
H -2.94966 5.24792 -2.01912
H -1.60776 4.94509 -0.96705
H -3.30763 2.88661 -2.14206
H -2.34969 2.85476 -0.68685
H -1.83874 1.76804 -3.23519
H -0.47230 1.95658 -2.09024
O 0.63640 -4.90032 -0.57110
C 1.25157 -4.12835 0.18219
O 1.86030 -3.02817 -0.26903
C 2.38918 -2.23449 0.75247
C 1.52171 -2.76331 1.94206
C 1.29557 -4.22804 1.72097
H 2.33095 -1.15340 0.62615
H 3.44558 -2.50234 0.77143
H 0.59460 -2.24367 2.18402
H 2.03566 -2.59359 2.88819
H 0.36417 -4.61996 2.12963
H 2.12347 -4.88141 1.99628
C 1.04338 -0.98619 -1.90907
Cl 0.41637 0.71389 -2.06694
Cl 1.66134 -1.61545 -3.47992
H 1.86828 -0.93046 -1.19878
H 0.26431 -1.67872 -1.59040
*
```

=====

# 4
The following is a quantum chemistry calculation of a molecular structure, C13H20ClMoN3O2 at a distorted geometry, from the Open Molecules 2025 dataset.

Results
* LUMO energy (spin up / spin down): -9.46 / -9.81 eV
* HOMO-LUMO gap (spin up / spin down): 6.45 / 6.20 eV
* HOMO level (spin up / spin down): -15.90 / -16.00 eV

```
! wB97M-V def2-TZVPD RIJCOSX def2/J DEFGRID3
* xyz 2 3
Cl -1.53297 2.84022 -2.96820
C -1.05174 -1.62106 -2.13325
C 0.34183 -1.87092 -1.88688
C 1.11056 -0.94930 -2.67265
H 0.76248 -2.70270 -1.33490
C 0.20027 -0.18348 -3.48623
C -1.13636 -0.56942 -3.10553
H -2.03374 -0.18629 -3.58212
H -1.88589 -2.17542 -1.71372
H 2.19748 -0.88448 -2.73577
C 0.58998 0.72086 -4.61220
Mo -0.14467 0.28270 -1.33574
C 1.29704 1.69693 -1.23891
O 2.15075 2.48618 -1.13035
C -1.52804 2.11358 -1.27769
O -2.15742 2.65019 -0.41025
H 1.47495 1.31185 -4.35787
H -0.22138 1.41148 -4.85456
H 0.82063 0.14819 -5.52435
C 2.48872 -0.39629 1.71406
N 1.21368 -0.34734 2.43857
C 1.33371 -0.10335 3.86782
C 0.05486 -0.36472 1.74773
N 0.14780 -0.71604 0.42206
N -1.16894 -0.14594 2.24737
C -1.56398 0.20761 3.60469
C -2.32715 -0.17394 1.35700
H 3.28931 -0.43179 2.45214
H 2.62780 0.48275 1.06910
H 2.57019 -1.30022 1.10046
H 0.98910 0.90444 4.13916
H 0.81858 -0.88131 4.44703
H 2.39946 -0.16890 4.10457
H 0.89085 -1.41337 0.34371
H -1.97052 1.22580 3.62705
H -2.37059 -0.47091 3.90564
H -0.77907 0.12680 4.34424
H -2.57904 0.83614 1.00874
H -2.13610 -0.82357 0.49932
H -3.18244 -0.56496 1.92070
*
```

=====

# 5
The following is a quantum chemistry calculation of C13H20ClNO in the gas phase, from the Open Molecules 2025 dataset.

Results
* LUMO energy: 0.83 eV
* HOMO-LUMO gap: 8.84 eV
* SMILES: CCN(CC)CCOc1c(C)cccc1Cl
* HOMO level: -8.01 eV

```
! wB97M-V def2-TZVPD RIJCOSX def2/J DEFGRID3
* xyz 0 1
C -3.58200 -2.08467 -0.68020
H -3.69467 -3.10843 -0.33229
H -3.39934 -2.09575 -1.75122
H -4.51275 -1.55778 -0.48815
C -2.40599 -1.42752 0.03852
N -2.01556 -0.17752 -0.58601
C -0.63264 0.18050 -0.40303
H -0.02418 -0.58201 -0.90522
C -0.12408 0.30503 1.04997
H -0.65843 1.09402 1.58290
H -0.26692 -0.63427 1.58949
O 1.22450 0.73843 1.09347
C 2.23065 0.07187 0.46457
C 2.38902 -1.30571 0.30986
C 3.50269 -1.83198 -0.33045
C 4.49372 -0.99932 -0.80517
C 4.37078 0.36894 -0.63182
C 3.26061 0.90918 -0.01171
C 3.11765 2.38737 0.17873
H 3.10313 2.62671 1.24063
H 3.93821 2.91836 -0.29529
H 2.17477 2.73119 -0.24272
H 5.14621 1.02902 -0.99089
H 5.35791 -1.41506 -1.29874
H 3.58361 -2.90245 -0.43863
Cl 1.25036 -2.47359 0.91908
H -0.45491 1.13238 -0.91152
C -2.98498 0.89574 -0.54570
C -3.34631 1.48756 0.82370
H -4.19123 2.16260 0.70974
H -2.51846 2.05100 1.24541
H -3.62851 0.70418 1.52242
H -2.60568 1.69589 -1.18809
H -3.89856 0.51468 -1.00885
H -1.54463 -2.09601 -0.02918
H -2.65398 -1.31259 1.10639
*
```

=====

# 6
The following is a quantum chemistry calculation of a molecular structure, C13H20EuI2N3O8P2 at a distorted geometry, from the Open Molecules 2025 dataset.

Results
* LUMO energy (spin up / spin down): -8.17 / -8.09 eV
* HOMO-LUMO gap (spin up / spin down): 3.70 / 5.49 eV
* HOMO level (spin up / spin down): -11.87 / -13.59 eV

```
! wB97M-V def2-TZVPD RIJCOSX def2/J DEFGRID3
* xyz 2 7
I -7.67867 -1.94734 -1.54354
I -7.52878 -2.69722 1.05525
Eu -1.20424 -0.55482 0.61020
P -0.67881 -2.78730 -0.80431
C -1.92791 -4.03817 -1.12334
C 0.39822 -2.60032 -2.23405
H 0.88735 -3.53769 -2.51048
H 0.90502 -4.35680 0.23219
H 1.16383 -1.83290 -2.06119
H 1.20897 -2.70767 0.79135
H -2.59652 -3.69717 -1.91826
H -0.19055 -2.23447 -3.08383
C 0.41473 -3.42221 0.52207
H -1.50555 -4.99743 -1.41369
H -0.13144 -3.61000 1.45997
H -2.56697 -4.19406 -0.24914
P -2.17708 1.95970 0.63746
C -3.93109 2.31162 0.80455
C -1.39226 2.30368 2.25677
H -0.33634 2.91623 -0.61994
H -1.53558 4.16338 -0.17732
H -1.84494 3.00194 -1.49727
C -1.40759 3.12628 -0.49905
H -0.30950 2.10218 2.25328
H -1.52703 3.34545 2.56375
H -4.13349 3.33323 1.11851
H -4.40321 1.63192 1.52033
H -1.79804 1.66494 3.05684
H -4.43724 2.13233 -0.14791
C -3.57531 -1.04732 -0.23060
O -4.67932 -1.37991 -0.28259
O 6.60828 2.12335 -0.35212
N 5.93039 1.70569 0.60797
O 6.37317 1.59196 1.76717
C 4.55521 1.33417 0.34488
C 4.07662 1.47147 -0.97621
C 2.75098 1.12530 -1.26009
C 1.87311 0.63728 -0.20387
O 0.63550 0.38657 -0.45334
C 2.43445 0.47062 1.15222
C 3.75986 0.84597 1.40269
N 1.68773 -0.02378 2.25846
O 2.17844 -0.08299 3.40093
O 0.46471 -0.43699 2.09951
N 2.23304 1.26052 -2.60010
O 2.99328 1.67354 -3.49681
O 1.03756 0.95625 -2.82914
H 4.74651 1.84994 -1.75855
H 4.18053 0.76106 2.41038
*
```